C10H18Cl2FeN2O2P | the ωB97M-V functional and the def2-TZVPD basis

Values from the calculation:
ΔE to the lowest compared entry with this formula, charge and spin ... 0.000 eV
E_HOMO (spin up / spin down) ... -16.05 / -16.34 eV
Total charge ... +2
Expectation value of S² ... 8.769
2S+1 ... 6
E_tot ... -3176.6643 Eh

Atoms and positions in Å:
C1 -0.00840 -4.33593 -4.38612
C2 -0.08832 -3.50421 -3.12959
H1 -1.05370 -4.56764 -4.63954
H2 0.55274 -5.27832 -4.21616
H3 0.45809 -3.77204 -5.21818
O1 -1.09804 -3.22645 -2.51162
Cl1 1.50959 -2.90240 -2.60504
Fe1 0.18975 -0.84862 -0.49461
P1 0.00280 1.58479 -1.58082
C3 -1.34167 2.81684 -1.64327
C4 1.46653 2.65161 -1.37491
H4 0.80065 0.14215 -3.34230
H5 0.09754 1.62055 -4.05694
H6 -0.95378 0.33528 -3.39600
C5 -0.00804 0.87605 -3.25840
H7 2.36450 2.02654 -1.34997
H8 1.59548 3.42016 -2.14977
H9 -1.22715 3.57805 -2.42828
H10 -1.40965 3.35001 -0.68760
H11 1.39734 3.15705 -0.40148
H12 -2.30974 2.33012 -1.79954
C6 -1.39063 0.46858 0.27405
O2 -2.17377 0.75531 1.07269
Cl2 2.31689 -0.55603 -0.88622
C7 0.30926 -1.66637 4.90326
N1 0.22229 -1.81196 3.44590
C8 0.10825 -3.02896 2.77819
C9 0.07010 -2.77258 1.42969
N2 0.08636 -1.37091 1.29618
C10 0.18768 -0.82542 2.54150
H13 -0.58457 -2.08928 5.37990
H14 1.18286 -2.20105 5.29914
H15 0.38801 -0.59843 5.15416
H16 0.05182 -3.95853 3.30231
H17 0.04524 -3.44661 0.59536
H18 0.28107 0.24445 2.83752

The molecule's Löwdin atomic charges, reported in e, are given here: -0.0533, -0.7911, 0.1011, 0.1120, 0.1049, 0.0103, 0.6506, 0.5242, 0.8057, -0.2278, -0.2357, 0.0215, 0.0845, 0.0631, -0.2292, 0.0032, 0.0827, 0.0868, 0.0658, 0.0680, 0.0629, -0.0742, 0.1964, 0.1468, 0.0291, -0.0891, 0.0129, -0.0529, -0.1672, -0.0808, 0.1146, 0.1154, 0.1080, 0.1409, 0.1156, 0.1744